Entry 1:
{
  "formula": "C5H11N2O",
  "method": "wB97M-V/def2-TZVPD",
  "gap_ha": 0.3658,
  "e_homo_ev": -13.10,
  "e_tot_ev": -10384.353,
  "total_charge": 1,
  "molar_mass_g_mol": 115.16,
  "symbols": ["O", "C", "C", "H", "H", "H", "H", "H", "H", "C", "C", "C", "N", "N", "H", "H", "H", "H", "H"],
  "positions_angstrom": [[1.224, -1.371, -0.809], [0.834, -2.327, -1.774], [2.616, -1.442, -0.574], [-0.255, -2.231, -1.921], [1.055, -3.355, -1.440], [1.336, -2.156, -2.741], [2.913, -2.432, -0.189], [3.194, -1.233, -1.490], [2.868, -0.680, 0.183], [-1.159, 2.218, 0.088], [-2.038, 2.805, 0.959], [-1.554, 0.778, 1.737], [-0.883, 0.973, 0.598], [-2.259, 1.892, 1.960], [-0.717, 2.584, -0.839], [-2.514, 3.786, 0.942], [-1.532, -0.114, 2.362], [-0.249, 0.274, 0.171], [-2.879, 2.033, 2.778]],
  "lowdin_charge": [-0.285, -0.122, -0.122, 0.091, 0.095, 0.095, 0.095, 0.095, 0.091, -0.018, -0.024, -0.039, 0.116, 0.098, 0.146, 0.144, 0.171, 0.169, 0.202]
}

Entry 2:
{
  "formula": "C7H5IN2OS",
  "method": "wB97M-V/def2-TZVPD",
  "smiles": "Ic1nc2ccccc2[nH]1.O=S",
  "gap_ha": [0.2564, 0.2579],
  "e_homo_ev": [-8.49, -8.52],
  "e_tot_ev": -31301.160,
  "molar_mass_g_mol": 292.10,
  "symbols": ["I", "C", "N", "C", "C", "C", "C", "C", "C", "N", "H", "H", "H", "H", "H", "O", "S"],
  "positions_angstrom": [[2.772, -3.167, 1.699], [1.512, -1.699, 1.079], [0.600, -1.082, 1.837], [0.068, -0.076, 1.010], [-0.876, 0.951, 1.292], [-1.219, 1.883, 0.284], [-0.502, 1.827, -0.904], [0.434, 0.881, -1.202], [0.675, -0.102, -0.280], [1.554, -1.124, -0.186], [-1.013, 1.091, 2.403], [-1.853, 2.738, 0.321], [-0.658, 2.494, -1.761], [0.671, 0.815, -2.260], [1.694, -1.725, -0.984], [-1.228, -2.066, -1.191], [-2.630, -1.639, -1.158]],
  "lowdin_charge": [0.914, -0.898, 0.083, -0.249, -0.011, -0.087, -0.129, -0.051, -0.272, 0.054, 0.126, 0.089, 0.109, 0.117, 0.143, -0.688, 0.749]
}

Entry 3:
{
  "formula": "C3H8N4",
  "method": "wB97M-V/def2-TZVPD",
  "gap_ha": 0.3112,
  "e_homo_ev": -7.82,
  "e_tot_ev": -9193.417,
  "molar_mass_g_mol": 100.13,
  "symbols": ["C", "C", "C", "H", "H", "H", "H", "H", "H", "H", "H", "N", "N", "N", "N"],
  "positions_angstrom": [[1.606, -1.097, 1.071], [-0.293, -1.008, -0.556], [0.416, 1.247, 0.259], [1.663, -2.177, 0.768], [2.548, -0.857, 0.432], [1.787, -1.145, 2.205], [0.304, -2.037, -0.832], [-1.266, -0.826, -2.413], [1.405, 1.673, 0.274], [-2.441, 2.345, -0.769], [-2.365, 0.465, 0.343], [0.342, -0.249, 0.593], [-1.114, -0.277, -1.250], [-0.611, 2.132, -0.197], [-1.981, 1.811, 0.073]],
  "lowdin_charge": [-0.098, -0.301, -0.129, 0.052, 0.092, 0.087, 0.146, 0.176, 0.073, 0.085, 0.231, -0.133, -0.041, -0.095, -0.145]
}

Entry 4:
{
  "formula": "C30H44BClIO11P2",
  "method": "wB97M-V/def2-TZVPD",
  "gap_ha": 0.2595,
  "e_homo_ev": -5.24,
  "e_tot_ev": -94216.608,
  "total_charge": -1,
  "molar_mass_g_mol": 815.79,
  "symbols": ["C", "C", "C", "O", "C", "C", "O", "P", "C", "C", "O", "C", "C", "C", "C", "C", "C", "C", "C", "C", "I", "O", "C", "C", "C", "C", "C", "C", "C", "C", "O", "C", "C", "B", "O", "O", "P", "O", "Cl", "H", "H", "H", "H", "H", "H", "H", "H", "H", "H", "H", "H", "H", "H", "H", "H", "H", "H", "H", "H", "H", "H", "H", "H", "H", "H", "H", "H", "H", "H", "H", "H", "H", "H", "H", "H", "H", "H", "C", "C", "C", "O", "C", "O", "O", "H", "H", "H", "H", "H", "H"],
  "positions_angstrom": [[4.948, -0.581, 1.946], [3.596, -1.285, 1.367], [2.432, -1.312, 2.506], [1.130, -0.952, 1.961], [0.366, -0.253, 2.967], [-0.911, 0.544, 2.432], [-1.786, -0.189, 1.575], [-2.825, 0.807, 0.541], [-1.789, 0.082, -0.868], [-0.649, 0.877, -1.577], [-0.711, 2.014, -2.148], [0.793, 0.162, -1.772], [2.026, 1.025, -2.236], [3.438, 0.408, -2.494], [3.676, -1.110, -2.295], [2.468, -1.978, -1.845], [1.062, -1.347, -1.584], [-3.933, 1.715, -0.751], [-5.174, 0.899, -1.340], [-6.584, 1.095, -0.608], [-5.524, 1.939, -3.302], [-3.414, 1.499, 1.998], [-4.387, 2.475, 2.078], [-3.962, 4.036, 1.891], [-3.991, -0.732, 0.798], [-3.862, -2.052, -0.064], [-4.790, -3.303, 0.154], [-5.899, -3.331, 1.231], [-6.012, -2.072, 2.120], [-5.077, -0.822, 1.897], [-1.639, 2.143, 0.666], [-0.688, 2.040, 1.749], [-0.840, 2.983, 3.043], [-0.419, 4.531, 2.896], [-1.407, 5.605, 2.929], [0.958, 5.039, 2.786], [1.132, 2.163, 1.112], [2.194, 2.352, 2.486], [1.309, 3.874, -0.186], [5.886, -1.153, 1.608], [4.912, -0.424, 3.075], [5.027, 0.465, 1.460], [3.857, -2.333, 1.001], [3.207, -0.584, 0.556], [2.384, -2.355, 3.011], [2.796, -0.593, 3.321], [-0.049, -1.073, 3.678], [0.973, 0.448, 3.637], [-1.422, 0.827, 3.435], [-2.521, -0.281, -1.697], [-1.330, -0.904, -0.471], [1.922, 2.138, -2.438], [4.278, 1.101, -2.830], [4.718, -1.507, -2.527], [2.655, -3.095, -1.728], [0.214, -2.061, -1.278], [-4.117, 2.820, -0.547], [-3.233, 1.775, -1.678], [-4.954, -0.155, -1.705], [-7.387, 1.032, -1.441], [-6.867, 0.287, 0.144], [-6.699, 2.169, -0.196], [-4.795, 2.464, 3.172], [-5.368, 2.362, 1.468], [-4.870, 4.593, 1.430], [-3.098, 4.201, 1.172], [-3.813, 4.541, 2.919], [-3.108, -2.190, -0.900], [-4.681, -4.233, -0.519], [-6.619, -4.198, 1.409], [-6.812, -2.057, 2.949], [-5.273, 0.014, 2.635], [-0.161, 2.524, 3.865], [-1.905, 2.944, 3.493], [-0.985, 6.432, 2.603], [1.337, 4.828, 3.677], [3.087, 2.283, 2.060], [5.960, -5.277, -4.200], [6.369, -4.021, -4.939], [7.850, -3.778, -4.936], [7.927, -2.363, -5.051], [6.785, -1.867, -4.494], [6.608, -0.715, -4.226], [5.871, -2.859, -4.281], [6.483, -6.155, -4.587], [6.160, -5.187, -3.128], [4.884, -5.442, -4.303], [5.967, -4.034, -5.958], [8.352, -4.263, -5.775], [8.340, -4.078, -4.005]],
  "lowdin_charge": [-0.128, -0.195, -0.213, -0.189, -0.185, -0.277, -0.260, 0.641, -0.185, -0.316, -0.024, -0.093, -0.030, -0.062, -0.081, -0.087, -0.020, -0.321, -0.669, -0.213, 0.679, -0.318, -0.337, -0.095, -0.141, -0.051, -0.092, -0.119, -0.090, -0.050, -0.265, -0.506, -0.069, -0.524, 0.058, -0.006, 0.783, -0.365, 0.199, 0.066, 0.062, 0.068, 0.098, 0.083, 0.127, 0.101, 0.142, 0.110, 0.140, 0.108, 0.081, 0.064, 0.083, 0.063, 0.076, 0.095, 0.090, 0.040, 0.063, 0.027, 0.065, 0.079, 0.121, 0.090, 0.076, 0.073, 0.072, 0.070, 0.075, 0.071, 0.077, 0.080, 0.120, 0.122, 0.100, 0.102, 0.041, -0.022, -0.345, -0.115, 0.064, -0.533, 0.159, 0.067, 0.088, 0.093, 0.088, 0.161, 0.140, 0.141]
}

Entry 5:
{
  "formula": "C6H6Cl2N3O2S",
  "method": "wB97M-V/def2-TZVPD",
  "smiles": "C[S@@](=O)(Cc1cnc(Cl)nc1Cl)=[N+]=O",
  "gap_ha": [0.2415, 0.2415],
  "e_homo_ev": [-13.09, -13.09],
  "e_tot_ev": -50752.487,
  "total_charge": 1,
  "molar_mass_g_mol": 255.11,
  "symbols": ["C", "S", "O", "C", "C", "C", "N", "C", "Cl", "N", "C", "Cl", "N", "O", "H", "H", "H", "H", "H", "H"],
  "positions_angstrom": [[-1.521, -0.075, -0.847], [-0.446, -1.407, -0.217], [0.491, -1.668, -1.295], [0.444, -0.688, 1.283], [1.826, -0.454, 0.757], [2.149, 0.806, 0.198], [3.330, 1.024, -0.318], [4.343, 0.141, -0.280], [5.864, 0.537, -0.785], [4.132, -1.035, 0.265], [2.936, -1.360, 0.687], [2.718, -3.066, 0.963], [-1.452, -3.285, -0.562], [-0.788, -3.882, -1.253], [-1.483, -0.075, -1.914], [-2.486, -0.336, -0.398], [-1.224, 1.021, -0.635], [-0.081, 0.257, 1.420], [0.408, -1.562, 2.022], [1.460, 1.527, 0.139]],
  "lowdin_charge": [-0.156, 0.928, -0.413, -0.181, -0.268, -0.060, 0.098, -0.825, 0.843, 0.064, -0.631, 0.744, 0.109, 0.196, 0.060, 0.066, 0.113, 0.101, 0.125, 0.087]
}

Entry 6:
{
  "formula": "C5H6N2",
  "method": "wB97M-V/def2-TZVPD",
  "gap_ha": [0.3270, 0.3270],
  "e_homo_ev": [-9.09, -9.09],
  "e_tot_ev": -8256.957,
  "molar_mass_g_mol": 94.12,
  "symbols": ["N", "C", "C", "C", "C", "C", "N", "H", "H", "H", "H", "H", "H"],
  "positions_angstrom": [[-2.049, 0.131, -0.931], [-1.169, -0.668, -1.173], [0.082, -1.101, -0.913], [1.052, 0.075, -0.734], [0.705, 0.517, 0.688], [-0.670, 0.524, 1.203], [-0.045, -0.623, 1.366], [0.394, -2.141, -0.888], [0.927, 0.847, -1.506], [2.093, -0.270, -0.763], [1.497, 0.992, 1.279], [-1.712, 0.433, 0.235], [-1.206, 1.111, 1.953]],
  "lowdin_charge": [0.139, -0.206, -0.091, -0.149, -0.258, -0.231, 0.128, 0.109, 0.112, 0.108, 0.121, 0.083, 0.135]
}

Which energy relative to the best compared isomer or geometry (same formula, charge and spin) belongs to each record? In order, 28.9, 17.8, 189.5, 268.9, 22.1, 124.6 kcal/mol.